Entry A
# C7H17N

One molecule with the formula C7H17N (ωB97M-V/def2-TZVPD, the Open Molecules 2025 dataset).

Values from the calculation:
SMILES string: CCCN(C)C(C)C
Orbital gap (eV): 9.458
LUMO level (eV): 1.048

Last column: natural (NBO) charge in e.
Positions of all 25 atoms, in Å:
C  -0.077  1.762  0.684  -0.395
C  -0.142  2.538  2.056  -0.614
C  0.294  0.277  0.821  -0.246
N  0.836  -0.250  -0.418  -0.440
C  1.985  -1.128  0.049  -0.421
C  -0.789  -2.283  -0.790  -0.647
C  -0.203  -0.912  -1.324  -0.047
C  -1.262  0.014  -1.737  -0.631
H  -0.966  2.000  0.044  0.196
H  0.791  2.277  0.067  0.200
H  -0.987  3.240  1.972  0.211
H  -0.403  1.833  2.783  0.194
H  0.777  2.900  2.392  0.207
H  1.199  0.222  1.540  0.191
H  -0.533  -0.201  1.356  0.178
H  1.537  -2.034  0.456  0.184
H  2.595  -0.449  0.708  0.205
H  2.693  -1.396  -0.756  0.196
H  -0.115  -3.085  -0.636  0.217
H  -1.279  -2.865  -1.664  0.211
H  -1.582  -2.146  -0.103  0.205
H  0.411  -1.325  -2.107  0.194
H  -1.565  -0.096  -2.715  0.222
H  -1.110  1.139  -1.598  0.227
H  -2.107  -0.035  -1.079  0.204

---

Entry B
# C7H17N

A 2-piece molecular cluster, C7H17N overall (ωB97M-V/def2-TZVPD, the Open Molecules 2025 dataset).

Values from the calculation:
SMILES string: CC(C)C.C=CNC
Orbital gap (eV): 9.073
LUMO level (eV): 0.937

Last column: natural (NBO) charge in e.
Positions of all 25 atoms, in Å:
C  1.307  0.006  0.159  -0.231
C  1.257  -0.893  1.387  -0.605
C  1.852  -0.732  -1.054  -0.603
C  2.077  1.287  0.432  -0.607
H  0.186  0.230  -0.085  0.224
H  2.263  -1.207  1.666  0.199
H  0.650  -1.774  1.184  0.203
H  0.804  -0.365  2.225  0.200
H  2.877  -1.052  -0.865  0.196
H  3.112  1.054  0.686  0.200
H  1.249  -1.611  -1.274  0.203
H  1.869  -0.087  -1.931  0.206
H  1.636  1.834  1.262  0.204
H  2.070  1.934  -0.444  0.209
C  -2.494  -1.208  -0.708  -0.412
N  -2.140  -0.468  0.472  -0.639
C  -1.631  0.944  0.342  -0.011
C  -1.832  1.718  -0.723  -0.516
H  -2.022  -0.921  1.367  0.392
H  -1.516  1.390  1.322  0.201
H  -1.621  -1.411  -1.343  0.177
H  -2.948  -2.160  -0.430  0.209
H  -3.192  -0.618  -1.314  0.193
H  -2.006  1.323  -1.710  0.198
H  -1.807  2.789  -0.624  0.212

---

On energetic grounds, entry B is preferred over the next structure by 87.5 kJ/mol.

---

Entry A
# C23H30N6O

One molecule with the formula C23H30N6O (ωB97M-V/def2-TZVPD, the Open Molecules 2025 dataset).

Values from the calculation:
SMILES string: CC(C)n1cc(CN2CCC(n3nccc3NC(=O)Cc3ccccc3)CC2)cn1
Orbital gap (eV): 8.783
LUMO level (eV): 0.587

Last column: natural (NBO) charge in e.
Positions of all 60 atoms, in Å:
C  -1.392  -6.510  -0.168  -0.610
H  -0.523  -6.423  0.480  0.221
H  -1.815  -7.504  -0.053  0.213
H  -2.133  -5.779  0.146  0.204
C  -0.991  -6.277  -1.624  -0.039
N  -0.331  -5.000  -1.766  -0.159
C  -0.833  -3.773  -1.533  -0.048
C  0.173  -2.865  -1.795  -0.146
C  1.258  -3.666  -2.184  -0.054
N  0.934  -4.945  -2.164  -0.271
H  2.243  -3.360  -2.476  0.206
C  0.117  -1.379  -1.670  -0.236
N  -0.309  -0.999  -0.330  -0.445
C  0.628  -1.375  0.711  -0.227
C  1.875  -0.482  0.776  -0.416
H  2.509  -0.788  1.607  0.226
H  2.460  -0.577  -0.139  0.217
C  1.446  0.970  0.955  -0.070
N  2.603  1.841  0.973  -0.147
C  2.651  3.158  1.284  0.292
C  3.949  3.582  1.067  -0.355
C  4.614  2.434  0.630  -0.051
N  3.793  1.404  0.578  -0.267
H  5.645  2.319  0.358  0.207
H  4.345  4.566  1.211  0.222
N  1.551  3.926  1.679  -0.627
C  0.661  3.627  2.665  0.702
O  0.707  2.622  3.335  -0.605
C  -0.457  4.658  2.773  -0.535
C  -1.349  4.451  1.579  0.079
C  -2.206  3.357  1.543  -0.252
C  -2.984  3.110  0.427  -0.189
C  -2.912  3.953  -0.670  -0.221
C  -2.063  5.046  -0.642  -0.199
C  -1.283  5.291  0.475  -0.255
H  -0.627  6.151  0.489  0.204
H  -2.005  5.709  -1.492  0.216
H  -3.518  3.761  -1.543  0.216
H  -3.646  2.257  0.411  0.217
H  -2.254  2.696  2.396  0.223
H  -1.001  4.469  3.699  0.246
H  -0.049  5.669  2.790  0.221
H  1.505  4.846  1.266  0.408
C  0.495  1.363  -0.181  -0.426
C  -0.691  0.388  -0.196  -0.211
H  -1.234  0.488  0.750  0.192
H  -1.375  0.648  -1.008  0.201
H  1.030  1.319  -1.132  0.204
H  0.123  2.381  -0.044  0.216
H  0.927  1.076  1.915  0.241
H  0.094  -1.315  1.665  0.191
H  0.923  -2.413  0.549  0.217
H  1.097  -0.964  -1.952  0.176
H  -0.629  -0.983  -2.368  0.205
H  -1.836  -3.610  -1.197  0.219
C  -2.195  -6.365  -2.560  -0.610
H  -2.953  -5.638  -2.278  0.204
H  -1.890  -6.169  -3.586  0.221
H  -2.632  -7.358  -2.511  0.214
H  -0.241  -7.018  -1.921  0.227

---

Entry B
# C23H30N6O

One molecule with the formula C23H30N6O (ωB97M-V/def2-TZVPD, the Open Molecules 2025 dataset).

Values from the calculation:
SMILES string: Cc1c(CN2CCC(n3nccc3NC(=O)CCc3ccccc3)CC2)cnn1C
Orbital gap (eV): 8.570
LUMO level (eV): 0.540

Last column: natural (NBO) charge in e.
Positions of all 60 atoms, in Å:
C  -4.350  -1.869  -0.719  -0.652
C  -4.641  -0.458  -0.360  0.162
C  -4.040  0.411  0.537  -0.150
C  -4.774  1.602  0.410  -0.045
N  -5.739  1.477  -0.478  -0.273
N  -5.654  0.230  -0.939  -0.167
C  -6.573  -0.242  -1.931  -0.408
H  -7.165  -1.076  -1.547  0.200
H  -7.235  0.584  -2.182  0.238
H  -6.042  -0.569  -2.828  0.201
H  -4.626  2.527  0.929  0.207
C  -2.869  0.172  1.429  -0.228
N  -1.724  0.970  1.006  -0.446
C  -1.242  0.668  -0.326  -0.227
C  -0.488  -0.663  -0.427  -0.436
H  -0.097  -0.790  -1.436  0.245
H  -1.153  -1.498  -0.201  0.205
C  0.672  -0.683  0.570  -0.040
N  1.287  -1.993  0.582  -0.154
C  2.507  -2.378  0.149  0.300
C  2.628  -3.730  0.418  -0.362
C  1.409  -4.072  1.007  -0.047
N  0.616  -3.022  1.093  -0.277
H  1.083  -5.029  1.363  0.207
H  3.467  -4.362  0.212  0.222
N  3.447  -1.523  -0.434  -0.636
C  3.235  -0.778  -1.557  0.700
O  2.160  -0.692  -2.105  -0.600
C  4.477  -0.054  -2.049  -0.493
C  5.084  0.860  -0.975  -0.410
C  4.032  1.711  -0.316  -0.036
C  3.316  2.644  -1.057  -0.204
C  2.344  3.424  -0.458  -0.201
C  2.081  3.290  0.895  -0.239
C  2.786  2.362  1.642  -0.158
C  3.749  1.573  1.036  -0.229
H  4.294  0.848  1.627  0.208
H  2.586  2.250  2.697  0.208
H  1.332  3.910  1.365  0.220
H  1.793  4.142  -1.046  0.218
H  3.524  2.764  -2.110  0.211
H  5.598  0.266  -0.215  0.201
H  5.831  1.501  -1.450  0.227
H  5.216  -0.791  -2.375  0.226
H  4.177  0.532  -2.918  0.236
H  4.402  -1.679  -0.147  0.405
C  0.166  -0.350  1.975  -0.429
C  -0.628  0.964  1.948  -0.210
H  0.047  1.776  1.659  0.193
H  -1.020  1.181  2.945  0.197
H  -0.466  -1.170  2.319  0.225
H  1.008  -0.257  2.663  0.208
H  1.431  0.045  0.266  0.224
H  -0.569  1.480  -0.620  0.194
H  -2.093  0.668  -1.009  0.214
H  -3.122  0.498  2.443  0.206
H  -2.652  -0.907  1.467  0.171
H  -3.570  -2.267  -0.077  0.234
H  -5.241  -2.488  -0.607  0.221
H  -4.015  -1.943  -1.754  0.223

---

On energetic grounds, entry B is preferred over the next structure by 14.1 kJ/mol.

---

Entry A
# C3H9N2O3

A 2-piece molecular cluster, C3H9N2O3 overall (ωB97M-V/def2-TZVPD, the Open Molecules 2025 dataset).

Values from the calculation:
Orbital gap (eV): 7.381
LUMO level (eV): 3.648
Net charge: -1

Last column: natural (NBO) charge in e.
Positions of all 17 atoms, in Å:
O  -1.863  1.403  -2.161  -0.647
C  -1.300  1.291  -1.088  0.671
N  -1.348  2.255  -0.118  -0.848
C  -0.332  0.127  -0.801  -0.333
N  0.105  0.083  0.584  -0.720
C  0.011  -1.270  1.289  0.138
O  1.169  -1.586  1.902  -0.911
H  -0.996  1.890  0.774  0.411
H  -2.269  2.660  0.046  0.375
H  0.515  0.399  -1.443  0.205
H  -0.884  -0.777  -1.050  0.211
H  1.055  0.397  0.715  0.381
H  -0.305  -2.021  0.535  0.078
H  -0.766  -1.089  2.063  0.095
H  2.289  -1.673  0.849  0.501
H  2.521  -1.648  -0.711  0.434
O  3.022  -1.698  0.107  -1.042

---

Entry B
# C3H9N2O3

A 2-piece molecular cluster, C3H9N2O3 overall (ωB97M-V/def2-TZVPD, the Open Molecules 2025 dataset).

Values from the calculation:
Orbital gap (eV): 8.164
LUMO level (eV): 3.920
Net charge: -1

Last column: natural (NBO) charge in e.
Positions of all 17 atoms, in Å:
C  1.560  0.772  -0.063  -0.058
O  0.730  1.886  0.166  -0.799
C  1.388  -0.286  1.021  -0.238
N  1.904  -1.572  0.538  -0.860
H  1.326  0.320  -1.029  0.164
H  2.593  1.132  -0.084  0.143
H  1.943  0.006  1.917  0.158
H  0.320  -0.328  1.263  0.189
H  1.942  -2.254  1.277  0.337
H  1.244  -1.919  -0.150  0.376
N  -1.832  1.056  -0.491  -1.009
C  -1.987  -0.224  -0.814  0.828
O  -3.306  -0.660  -1.079  -0.767
O  -1.134  -1.101  -0.884  -0.750
H  -2.605  1.592  -0.869  0.316
H  -0.202  1.616  -0.081  0.515
H  -3.884  -0.036  -0.637  0.455

---

On energetic grounds, entry B is preferred over the next structure by 61.2 kJ/mol.

---

Entry A
# C3HCl2N2

An isolated ion of composition C3HCl2N2 and charge +1 (ωB97M-V/def2-TZVPD, the Open Molecules 2025 dataset).

Values from the calculation:
Orbital gap (eV): 6.772
LUMO level (eV): -8.450
Net charge: +1

Last column: natural (NBO) charge in e.
Positions of all 8 atoms, in Å:
C  0.113  -0.690  -0.065  -0.056
C  -0.605  -0.385  -1.313  0.392
C  -2.960  -0.418  -0.729  0.646
N  -1.907  -0.598  -1.226  -0.633
N  0.173  -1.805  0.526  -0.269
Cl  0.081  0.285  -2.651  0.389
Cl  -0.441  -3.268  -0.012  0.260
H  0.571  0.178  0.419  0.272

---

Entry B
# C3HCl2N2

An isolated ion of composition C3HCl2N2 and charge +1 (ωB97M-V/def2-TZVPD, the Open Molecules 2025 dataset).

Values from the calculation:
Orbital gap (eV): 7.349
LUMO level (eV): -5.610
Net charge: +1

Last column: natural (NBO) charge in e.
Positions of all 8 atoms, in Å:
C  -1.741  0.091  0.123  0.237
C  1.032  -1.264  0.022  0.377
C  0.493  1.142  -0.120  0.070
N  1.100  -0.112  -0.103  -0.224
N  -0.800  0.831  0.028  -0.241
Cl  1.042  -2.815  0.231  0.369
Cl  1.244  2.606  0.270  0.169
H  -2.370  -0.479  -0.451  0.242

---

On energetic grounds, entry B is preferred over the next structure by 39.7 kJ/mol.

---

Entry A
# CH7N2O2Si

A 2-piece molecular cluster, CH7N2O2Si overall (ωB97M-V/def2-TZVPD, the Open Molecules 2025 dataset).

Values from the calculation:
Orbital gap (eV): 9.361
LUMO level (eV): -4.425
Net charge: +1

Last column: natural (NBO) charge in e.
Positions of all 13 atoms, in Å:
C  -0.167  -2.694  0.871  0.209
N  -0.795  -1.916  0.305  0.171
N  1.265  0.079  -0.360  -0.568
O  -1.516  -1.204  -0.349  -0.486
O  1.692  -0.222  0.958  -0.582
Si  -1.840  0.806  -0.608  1.247
H  0.286  -3.162  1.707  0.292
H  2.128  0.529  -0.863  0.368
H  1.094  -0.786  -0.803  0.336
H  1.426  0.514  1.453  0.469
H  -0.981  0.868  -1.649  -0.167
H  -3.254  0.593  -0.922  -0.131
H  -1.447  1.286  0.652  -0.157

---

Entry B
# CH7N2O2Si

A 2-piece molecular cluster, CH7N2O2Si overall (ωB97M-V/def2-TZVPD, the Open Molecules 2025 dataset).

Values from the calculation:
Orbital gap (eV): 10.496
LUMO level (eV): -3.928
Net charge: +1

Last column: natural (NBO) charge in e.
Positions of all 13 atoms, in Å:
C  0.308  0.033  -3.768  0.053
N  0.348  -0.475  -0.104  -0.595
N  -0.532  -0.088  -2.964  0.192
O  0.606  0.771  -0.744  -0.539
O  -1.212  -0.285  -1.993  -0.444
Si  -0.537  -0.279  1.552  1.041
H  0.547  0.143  -4.783  0.268
H  -0.293  -1.010  -0.871  0.455
H  0.354  1.526  -0.189  0.499
H  1.303  -0.990  -0.306  0.438
H  -0.247  1.108  1.803  -0.163
H  -1.635  -0.359  0.670  -0.119
H  0.090  -1.047  2.603  -0.087

---

On energetic grounds, entry A is preferred over the next structure by 5.3 kJ/mol.